97
Properties=species:S:1:pos:R:3:forces:R:3 method="wB97M-V/def2-TZVPD" homo_lumo_gap_ev=7.13 e_lumo_ev=-0.278 charge=0
Y -0.291775 -0.147867 -0.055376 -0.49 0.36 -1.14
N 2.972047 -3.913838 0.770295 0.09 -0.11 -0.09
C 2.465523 -2.684112 0.973300 -0.09 0.20 -0.03
N 2.150603 -1.849718 0.041993 -0.05 -0.01 -0.28
C 2.311909 -2.233420 -1.287169 0.21 -0.40 0.19
N 2.029673 -1.461072 -2.278781 -0.36 0.45 0.37
N 1.500640 -0.238663 -1.829075 0.11 -0.39 -0.35
C 1.840778 0.750907 -2.543334 0.06 0.57 0.15
C 1.541317 2.128987 -2.070882 0.13 -0.46 -0.12
C 1.421628 3.183722 -2.957537 0.01 0.16 -0.14
C 1.175151 4.447497 -2.444615 -0.01 0.01 -0.07
C 1.096889 4.606079 -1.072010 0.01 0.03 0.01
C 1.243264 3.487817 -0.264606 0.05 -0.18 0.06
N 1.447002 2.265927 -0.747968 -0.04 0.03 0.11
C 2.893659 -3.556952 -1.580921 -0.04 0.34 -0.09
C 3.133866 -4.002689 -2.881870 -0.03 0.03 -0.07
C 3.692566 -5.241552 -3.104590 0.02 -0.06 0.08
C 4.026586 -6.058929 -2.018736 0.00 0.00 -0.09
C 3.798419 -5.635700 -0.728084 -0.03 -0.02 0.00
C 3.227875 -4.380269 -0.517837 0.04 -0.11 0.36
H 3.179607 -4.488990 1.570072 0.03 -0.02 -0.03
H 2.330185 -2.401846 2.017617 -0.02 0.00 -0.16
H 2.442612 0.594153 -3.436263 -0.01 0.06 -0.06
H 1.505679 3.013589 -4.024541 0.00 0.01 0.05
H 1.051357 5.295810 -3.106488 0.01 -0.03 0.02
H 0.924910 5.576691 -0.625587 0.01 -0.02 -0.02
H 1.181242 3.566057 0.814466 -0.04 -0.02 -0.02
H 2.866973 -3.349841 -3.702439 0.01 -0.02 0.02
H 3.875215 -5.581207 -4.115746 0.00 0.00 0.03
H 4.469164 -7.032205 -2.190070 -0.01 0.03 0.00
H 4.052273 -6.264903 0.117896 -0.01 0.03 -0.03
O -7.556027 0.881506 1.229762 0.00 -0.01 0.09
C -6.629136 0.692968 2.286613 -0.02 0.07 -0.21
C -5.285450 0.344947 1.711013 -0.06 -0.01 0.07
C -4.251068 -0.034963 2.554350 -0.01 0.00 0.10
C -3.018390 -0.315263 2.007539 0.21 0.00 -0.12
N -2.765659 -0.249166 0.695837 -0.07 0.07 0.06
C -3.764931 0.102621 -0.123098 0.21 -0.15 -0.25
C -5.032241 0.404793 0.351972 -0.16 0.06 0.03
C -3.446423 0.135626 -1.591551 0.03 -0.02 0.40
C -4.372835 0.534900 -2.540455 -0.11 0.02 -0.09
C -4.004843 0.558308 -3.877668 -0.06 0.01 -0.04
C -4.967450 1.026206 -4.940745 -0.15 -0.03 0.13
O -6.328384 0.795563 -4.612704 0.15 0.01 -0.01
C -2.723028 0.153207 -4.212306 0.08 -0.02 -0.07
C -1.865349 -0.237180 -3.200070 0.04 -0.12 0.10
N -2.211429 -0.235110 -1.919105 0.13 0.10 -0.12
H -8.377082 1.226060 1.592207 0.04 0.00 0.00
H -6.947033 -0.109039 2.957884 -0.03 -0.07 0.02
H -6.519948 1.605165 2.881114 0.00 0.03 0.02
H -4.387697 -0.107195 3.627623 -0.02 0.00 -0.06
H -2.190472 -0.601588 2.646960 0.02 0.02 -0.05
H -5.828308 0.693792 -0.315234 -0.01 -0.01 0.01
H -5.372588 0.838281 -2.265852 0.01 0.01 -0.01
H -4.704203 0.568780 -5.896931 0.01 -0.05 -0.07
H -4.869219 2.104774 -5.058996 -0.02 0.07 -0.01
H -6.451110 -0.151053 -4.481680 -0.02 0.01 -0.03
H -2.389331 0.137612 -5.243796 -0.03 -0.01 0.04
H -0.859245 -0.582754 -3.422800 -0.04 0.04 0.03
C 2.408451 -4.075015 5.732376 -0.15 -0.02 -0.12
O 1.277954 -3.526492 5.047542 0.29 -0.04 -0.17
C 1.342658 -2.255866 4.601081 -0.63 0.40 0.68
S 2.752015 -1.346927 4.770193 0.32 -0.35 0.09
S -0.139788 -1.649243 4.061415 0.18 -0.42 -0.01
H 2.073089 -5.044359 6.089610 0.01 -0.03 0.00
H 2.703508 -3.438360 6.562894 0.00 0.04 0.06
H 3.259543 -4.184293 5.063052 0.05 -0.01 -0.03
N 1.793806 0.073106 2.395465 -0.62 0.21 -0.49
C 0.689738 -0.286141 2.154568 0.59 0.37 0.37
H 2.400324 -0.149220 3.207423 0.24 -0.05 0.46
C -1.637622 -3.627427 0.957472 -0.04 -0.05 0.26
C -1.242479 -3.341984 -0.486636 0.15 0.23 -0.05
C -2.493000 -3.329030 -1.358139 -0.18 0.02 -0.17
C -0.321438 -4.458861 -0.966682 0.25 -0.06 -0.11
O -0.565957 -2.108500 -0.576017 -0.33 -0.68 0.44
H -2.434642 -2.959106 1.294499 0.06 0.00 -0.05
H -0.783309 -3.486765 1.626535 -0.04 -0.03 -0.06
H -1.996424 -4.656456 1.067261 0.00 0.07 0.00
H -2.975586 -4.310331 -1.348033 -0.01 0.03 0.00
H -2.239944 -3.076637 -2.392114 0.01 -0.04 0.06
H -3.213512 -2.593548 -0.993411 0.05 -0.02 0.00
H -0.857749 -5.407133 -1.061024 0.02 0.04 0.03
H 0.499725 -4.605243 -0.256996 -0.06 0.02 -0.07
H 0.104574 -4.201069 -1.940789 -0.04 -0.03 0.04
Br -5.473503 4.485843 2.985392 -0.01 0.01 0.03
C -4.506180 4.303844 1.369091 -0.05 0.03 -0.01
C -4.936495 4.978131 0.237425 0.11 0.00 -0.29
N -4.309628 4.883243 -0.939097 0.09 -0.16 0.30
C -3.238790 4.085789 -0.999741 -0.25 0.15 -0.06
C -2.746426 3.380300 0.089442 0.04 -0.05 -0.03
C -3.389406 3.498578 1.309149 0.06 -0.04 0.16
C -1.606530 2.417687 -0.067496 0.29 -0.12 0.20
O -1.073778 1.937288 0.976429 -0.12 0.07 -0.11
O -1.275250 2.068987 -1.221977 0.02 -0.02 0.08
H -5.815680 5.610560 0.281394 0.02 0.00 -0.03
H -2.744603 3.987298 -1.959744 -0.03 0.01 0.02
H -3.019972 2.953001 2.168907 0.00 0.01 -0.03